No. 1
# C4H6N2O

One molecule with the formula C4H6N2O at a distorted geometry (the ωB97M-V functional and the def2-TZVPD basis, the Open Molecules 2025 dataset).

Geometry as XYZ:
```
13
Properties=species:S:1:pos:R:3:forces:R:3
N 0.747430 1.464079 -0.681131 -0.048 0.740 -0.347
H 0.983274 -1.235267 -1.443470 0.765 -0.566 -1.391
C 0.147859 -1.695306 0.453130 0.485 -0.914 -1.098
C -0.292914 0.345153 -0.527565 1.101 -0.652 0.826
C -0.834160 0.205406 0.892389 -1.605 3.233 0.575
H 0.475519 -2.763897 0.705677 -0.495 1.944 -0.380
O -0.609076 -1.065941 1.384824 0.119 -1.854 0.002
H -0.975437 0.480795 -1.278503 -2.050 0.816 -1.793
H -0.297270 0.876805 1.547068 0.584 0.401 -0.061
C 0.324867 -0.969238 -0.686060 0.141 -1.732 2.626
N 1.244215 1.936711 0.291838 0.944 0.789 -0.164
H -1.891277 0.573475 1.061180 0.779 -1.057 -0.633
H 0.976971 1.847224 -1.719377 -0.719 -1.148 1.837
```
Positions in Å, forces in eV/Å.

The value obtained for the LUMO energy is 0.03392 Eh. Its energy relative to the best compared isomer or geometry (same formula, charge and spin) is 443.4 kJ/mol. The value obtained for the electronic energy is -340.626040 Eh. The multiplicity is 1. For the orbital gap, the calculation gives 8.9 eV. For the HOMO energy, the calculation gives -7.97 eV.

Results of the natural (NBO) charge analysis, in e, for atoms 1 through 8: atom 1 (N): -0.213, atom 2 (H): 0.220, atom 3 (C): 0.169, atom 4 (C): -0.157, atom 5 (C): -0.104, atom 6 (H): 0.215, atom 7 (O): -0.474, atom 8 (H): 0.196

No. 2
# C30H31ClN4O4

One molecule with the formula C30H31ClN4O4 (the ωB97M-V functional and the def2-TZVPD basis, the Open Molecules 2025 dataset).

Geometry as XYZ:
```
70
Properties=species:S:1:pos:R:3:forces:R:3
C -3.406885 2.747481 -3.099564 -0.017 -0.110 -0.081
C -1.001988 -0.080373 2.258463 -0.407 0.274 -0.234
C 1.938754 -2.170732 -0.420858 -0.144 -0.073 -0.008
H -1.096417 -1.525080 5.986651 0.041 0.110 -0.191
H 1.609289 -0.784487 1.893127 0.024 0.087 0.070
H 0.724691 4.042085 0.886724 0.070 0.014 0.071
N -0.197156 0.481519 -1.877836 -0.055 -0.366 -0.132
H 1.473032 2.226433 -0.648815 -0.109 -0.036 0.013
C 2.216940 0.149133 -1.948104 -0.371 -0.115 0.116
C 0.041730 -0.542191 4.480689 -0.263 -0.040 0.093
C 3.446490 1.706571 -3.292239 0.301 0.218 -0.228
C -1.306752 -1.027880 5.031097 0.096 0.027 0.293
C 1.424742 1.350346 1.787203 0.051 -0.280 0.080
H -1.047366 2.074432 2.194474 -0.063 -0.021 -0.061
O 2.233071 1.282887 -2.699954 -0.229 -0.137 0.091
C -0.459594 1.730925 -1.386475 -0.134 0.474 0.056
H 2.141151 0.058068 3.378451 -0.056 -0.027 -0.123
H 1.316185 2.202324 2.481518 0.044 -0.018 -0.053
H -4.852197 0.610254 -5.284994 -0.052 -0.045 -0.066
C 0.956531 -0.260748 -1.488171 0.544 -0.131 -0.140
H 2.401654 2.690498 -4.891054 -0.043 0.006 -0.096
H 1.305502 -4.927889 3.638640 0.085 -0.048 0.009
H -3.519098 3.729487 -2.669858 -0.002 0.126 0.072
H -1.953943 -0.127171 2.782031 0.089 -0.031 -0.043
H -0.951830 3.782392 0.358117 -0.082 0.080 0.035
H 3.854199 0.907529 -3.924989 -0.026 0.038 0.128
H -0.944225 -0.914891 1.548810 -0.108 0.054 0.049
O -0.760840 -1.240276 -3.257005 -0.084 0.026 -0.056
C 0.821261 -1.423424 -0.755634 0.225 0.052 -0.121
C -4.301092 2.256261 -4.023122 0.034 0.104 0.075
C 1.400162 0.044771 2.579183 0.450 0.178 0.032
C -2.156261 0.680289 -3.246168 -0.294 0.460 0.021
C 0.341706 -4.544468 3.342835 -0.078 -0.182 -0.242
C 0.440009 2.251481 -0.286553 0.117 0.287 0.198
C -2.134677 -3.575386 2.581508 0.040 0.201 0.204
H 1.828774 -3.077912 0.153335 -0.020 -0.093 0.062
C -0.915389 1.237405 1.485934 -0.018 -0.267 0.106
H 4.181892 1.951537 -2.513741 -0.059 -0.101 -0.058
C 0.091102 3.699214 0.071220 0.130 -0.341 -0.029
H -0.164450 -1.747861 -0.460173 -0.110 0.008 0.020
O -2.049359 -1.867724 4.172115 -0.123 -0.145 -0.061
H -5.140192 2.862990 -4.332132 -0.052 0.050 -0.014
C -4.139074 0.980621 -4.564547 0.014 -0.115 -0.056
H -2.921493 -0.791127 -4.584634 0.004 -0.072 -0.042
C -2.321174 1.962338 -2.696098 -0.141 -0.637 -0.419
H 0.253363 4.333774 -0.793413 -0.019 0.151 -0.067
H -2.141376 -5.139960 1.124953 -0.044 -0.063 -0.083
N 0.100332 -0.174371 3.187765 0.121 0.154 -0.193
N 0.361775 1.298773 0.809758 -0.127 0.185 0.122
H 2.384586 1.434074 1.274230 0.026 0.010 -0.001
C -0.194984 -3.450367 3.998696 -0.163 0.270 0.182
H -1.718339 1.276487 0.748826 -0.080 0.008 0.037
N -1.454865 2.450837 -1.754870 0.293 0.394 0.376
H 4.064806 -2.328356 -0.587842 0.075 -0.055 0.023
C 3.134655 2.938074 -4.127997 -0.047 -0.378 0.263
C -1.435003 -2.951828 3.616645 -0.012 -0.243 -0.212
C -0.355544 -5.143994 2.308533 0.026 0.139 0.151
C -3.074083 0.198847 -4.181526 0.066 -0.064 0.015
Cl 0.331434 -6.500307 1.481215 0.084 -0.159 -0.100
H -1.957776 -0.169526 5.228771 0.116 -0.112 -0.007
H 0.366209 -2.998876 4.800645 0.063 0.071 0.105
H 4.313348 -0.313159 -1.938880 0.113 0.071 -0.052
H 2.723624 3.721888 -3.497438 -0.014 0.113 0.039
C 3.331932 -0.604893 -1.603844 0.086 0.155 -0.080
O 1.011339 -0.512797 5.217228 0.092 -0.082 0.352
H -3.100079 -3.183094 2.302750 -0.114 0.050 -0.044
C -1.601018 -4.666120 1.928555 0.108 -0.003 0.049
C -1.018157 -0.131955 -2.835720 0.006 -0.164 -0.134
H 4.039527 3.300455 -4.605719 0.100 0.065 -0.062
C 3.186879 -1.753256 -0.840728 0.027 0.041 -0.023
```
Positions in Å, forces in eV/Å.

The value obtained for the LUMO energy is 0.02126 Eh. Its energy relative to the best compared isomer or geometry (same formula, charge and spin) is 0.0 kJ/mol. The value obtained for the electronic energy is -2142.017936 Eh. The multiplicity is 1. For the orbital gap, the calculation gives 9.1 eV. For the HOMO energy, the calculation gives -8.49 eV.

Results of the natural (NBO) charge analysis, in e, for atoms 1 through 8: atom 1 (C): -0.216, atom 2 (C): -0.213, atom 3 (C): -0.240, atom 4 (H): 0.211, atom 5 (H): 0.206, atom 6 (H): 0.207, atom 7 (N): -0.473, atom 8 (H): 0.227

No. 3
# C10H7N5

One molecule with the formula C10H7N5 at a distorted geometry (the ωB97M-V functional and the def2-TZVPD basis, the Open Molecules 2025 dataset).

Geometry as XYZ:
```
22
Properties=species:S:1:pos:R:3:forces:R:3
H -4.213734 -2.065834 -2.825511 -0.375 -0.206 0.182
C -3.227402 -1.749096 -2.546585 0.778 0.297 0.754
N -2.974945 -1.457723 -1.278018 -0.304 -0.086 -0.236
H 1.033741 0.942806 4.359508 -0.314 -0.073 0.276
H -0.451222 -1.101150 -4.161419 -0.347 -0.049 0.286
H 1.162860 0.113000 -1.739864 -0.937 -0.319 0.379
H 3.065778 2.169308 3.655363 -0.075 -0.031 -0.161
C 2.731542 1.705259 1.576069 -1.871 -0.641 -0.584
H 3.624106 2.157217 1.246225 0.903 0.504 -0.459
C -0.073916 -0.063215 -0.007315 -2.182 -1.382 -2.700
C 0.798938 0.541872 0.962085 1.695 0.998 2.566
N 0.258192 -0.196468 -1.351812 1.131 0.228 -0.237
N 1.942021 1.187069 0.594168 -0.419 -0.541 0.735
C -1.159033 -1.191197 -3.326549 0.975 0.257 0.367
N -1.300465 -0.558295 0.209910 1.225 0.610 0.009
C -1.741543 -0.988237 -1.028708 -1.390 -0.340 1.240
N -2.361646 -1.665887 -3.567330 0.178 0.142 -0.384
C 0.471057 0.415380 2.338452 -0.559 0.159 0.088
H -0.450860 -0.095517 2.663146 0.596 0.167 -0.512
C -0.805367 -0.826296 -2.012072 1.159 0.847 -0.436
C 1.263434 1.019367 3.315088 0.235 -0.004 -0.975
C 2.408462 1.707636 2.925168 -0.101 -0.536 -0.199
```
Positions in Å, forces in eV/Å.

The value obtained for the LUMO energy is -0.01729 Eh. Its energy relative to the best compared isomer or geometry (same formula, charge and spin) is 0.0 kJ/mol. The value obtained for the electronic energy is -659.073788 Eh. The multiplicity is 1. For the orbital gap, the calculation gives 8.7 eV. For the HOMO energy, the calculation gives -9.14 eV.

Results of the natural (NBO) charge analysis, in e, for atoms 1 through 8: atom 1 (H): 0.182, atom 2 (C): 0.230, atom 3 (N): -0.412, atom 4 (H): 0.222, atom 5 (H): 0.198, atom 6 (H): 0.438, atom 7 (H): 0.225, atom 8 (C): 0.034

No. 4
# C19H52O7

A 7-piece molecular cluster, C19H52O7 overall at a distorted geometry (the ωB97M-V functional and the def2-TZVPD basis, the Open Molecules 2025 dataset).

Geometry as XYZ:
```
78
Properties=species:S:1:pos:R:3:forces:R:3
H -4.042603 -4.678402 3.278107 -0.529 -0.121 -0.477
H 1.381437 -1.285492 -1.610453 0.559 1.172 0.124
H -3.580243 0.131068 -5.753153 0.147 0.130 0.231
H -6.129503 1.840788 0.447397 0.465 -0.094 0.448
H 5.556727 2.387258 3.984507 -0.384 -0.656 -0.411
C -4.276233 -0.386162 -6.413573 2.400 0.707 0.055
H -7.196233 0.052368 -5.296193 0.168 -0.414 0.002
H -5.966483 -1.455832 -6.391373 -0.546 -0.573 0.241
H -4.381573 0.304798 -7.249993 -0.947 -0.029 0.089
H -1.156283 4.129038 3.588797 -0.451 0.063 -0.086
H 8.652247 3.050758 4.155987 -0.236 -0.189 -0.691
C -0.352413 4.545928 4.195497 -0.919 -0.272 -1.795
H -2.436273 -4.412522 2.771997 0.282 0.700 0.394
H 0.836817 1.203068 -0.172003 0.144 0.242 -0.099
C 7.848107 3.640688 4.595807 0.336 -0.122 1.235
H 0.136837 5.221788 3.494107 0.274 0.319 0.400
H 0.964757 1.607518 -1.936553 0.515 -0.259 0.119
O -4.802333 -4.321352 0.688287 -4.666 2.224 -1.825
H 7.145697 -4.946642 -1.405103 -0.051 -0.079 0.023
C -3.572843 -6.247722 0.761857 2.037 -0.004 0.932
H 0.194527 -2.228752 -1.335193 -1.577 0.081 0.257
H -7.289873 2.324298 -1.207633 -0.012 0.257 0.023
O -1.462163 0.012218 -0.468263 -1.043 -1.150 0.003
O -6.256333 0.240328 -5.349683 -0.502 1.858 0.600
H 8.171597 4.278588 2.388267 -0.090 -0.151 0.259
H -5.742753 2.379028 -2.092303 -0.424 -0.146 -0.434
H 4.434027 -2.969792 -3.717973 -0.286 -0.256 0.303
H -2.904023 -4.206652 0.369367 0.937 0.102 0.555
H -4.862833 -2.724332 -4.664403 0.232 0.094 0.054
C -0.389083 -0.029852 -1.388233 0.179 0.663 0.312
C -1.771363 6.477188 5.182757 -0.729 -0.535 -0.104
H -2.092523 0.688538 -0.726783 -0.013 0.093 -0.054
C -3.465093 -4.169492 2.506357 1.435 -1.193 -0.638
O 7.321877 4.671798 2.600317 0.281 2.413 -1.749
H -3.698663 -3.105002 2.486147 0.307 -0.108 0.156
H 0.481207 4.778998 6.498557 0.667 0.233 0.467
H -6.044923 -1.746522 -3.790833 -0.101 -0.170 -0.021
O -5.492163 2.254308 -0.139453 -0.360 -0.500 1.153
H 6.470727 2.428338 2.391727 -0.529 -0.404 -0.027
H 5.794947 -2.226512 -2.922483 -0.126 -0.278 0.677
H -4.392073 -1.231002 -3.750673 0.237 -0.060 -0.177
O 6.863347 -4.159302 -1.876253 1.003 0.596 0.743
C 0.310577 1.296808 -1.121933 0.618 0.153 -0.823
H 0.689397 -1.228652 0.024137 0.077 0.041 0.001
H 4.951307 3.427518 2.654477 0.111 -0.333 -0.259
H 4.888077 -4.486862 -1.754073 -0.502 -0.357 -0.337
C -3.589003 -4.696162 1.061667 1.286 -2.008 0.478
C 5.856637 -5.651202 -3.360563 -1.833 -0.779 -0.399
H -4.491003 -6.660822 0.344207 -0.238 0.388 0.600
C 0.455327 -1.212322 -1.040313 1.453 -1.191 0.124
H -2.804823 -6.564272 0.056137 0.238 0.452 -0.322
C -0.956653 5.179368 5.428717 -0.312 0.729 -0.834
H -1.465863 4.360028 5.936157 -0.906 0.263 0.071
H 6.303867 -5.608982 -4.353683 0.822 0.782 0.407
H -1.119923 7.311358 4.922197 0.250 -0.272 -0.128
H -3.221523 -6.754152 1.660857 -0.597 -0.438 0.202
C -6.273383 2.717758 -1.202483 0.974 0.296 -1.436
C 5.636807 -4.402802 -2.541753 1.608 0.684 -0.289
C 6.713487 4.071778 3.670717 0.254 -1.978 0.630
C -5.135933 -1.705142 -4.390963 -0.518 0.609 -0.520
H -2.560463 6.410358 4.433787 0.257 -0.342 -0.376
C 5.448897 -3.159062 -3.368243 -0.515 0.991 -1.268
H 6.349907 -6.392462 -2.731823 -0.109 -0.241 -0.250
H 6.038417 4.719808 4.229687 0.302 0.687 -0.213
H 6.013207 -3.173272 -4.300693 0.298 -0.495 -0.004
H -6.201493 3.803578 -1.265103 -0.606 0.167 0.222
H 4.874227 -6.007692 -3.670223 -0.314 -0.567 0.396
C -5.457763 -0.845752 -5.644973 -0.387 -1.752 -0.736
H -0.654533 -0.159712 -2.437403 -0.645 0.347 -0.133
H -3.687353 -1.199442 -6.837703 -0.178 -0.394 0.203
H -4.808333 -4.276962 -0.270673 -0.488 0.024 -0.060
H -0.389563 2.129758 -1.057903 -0.308 -0.199 0.180
O 0.057437 5.610608 6.273927 1.172 -0.123 1.135
H 8.364317 4.522278 4.975817 -0.108 0.298 -0.124
H -2.334333 6.810858 6.054447 0.339 -0.290 0.425
H 0.264637 3.653158 4.296987 0.360 0.223 0.818
H 7.607617 3.085638 5.502557 -0.612 -0.082 -0.050
C 5.829807 2.957728 3.096757 0.671 0.518 1.398
```
Positions in Å, forces in eV/Å.

The value obtained for the LUMO energy is 0.01529 Eh. Its energy relative to the best compared isomer or geometry (same formula, charge and spin) is 428.0 kJ/mol. The value obtained for the electronic energy is -1281.614258 Eh. The multiplicity is 1. For the orbital gap, the calculation gives 10.1 eV. For the HOMO energy, the calculation gives -9.65 eV.

Results of the Mulliken charge analysis, in e, for atoms 1 through 8: atom 1 (H): 0.344, atom 2 (H): 0.393, atom 3 (H): 0.279, atom 4 (H): 0.305, atom 5 (H): 0.320, atom 6 (C): -1.362, atom 7 (H): 0.320, atom 8 (H): 0.157

No. 5
# C9H14

A 2-piece molecular cluster, C9H14 overall at a distorted geometry (the ωB97M-V functional and the def2-TZVPD basis, the Open Molecules 2025 dataset).

Geometry as XYZ:
```
23
Properties=species:S:1:pos:R:3:forces:R:3
C -0.648797 -2.846558 -1.598575 0.404 0.431 -0.182
H -1.197177 0.968503 0.949109 -0.080 0.241 0.063
H -0.462840 0.685872 2.870027 -0.158 -0.447 0.127
C 1.193964 2.020338 3.134352 -0.514 0.524 -0.390
C 0.572359 0.727483 -1.900302 -0.282 2.806 0.381
H 0.634680 -1.006430 -3.160596 0.074 0.128 -0.064
H 1.190302 -0.079545 2.850602 -0.598 -0.071 -0.537
H -0.504452 -3.386462 -0.664970 -0.496 -0.193 -0.012
H 1.068682 1.486483 -2.505131 0.305 -0.871 -0.597
C -1.116335 -0.721500 -0.306538 1.040 -1.030 -0.049
H 0.262468 2.366113 -0.448990 0.378 0.079 -0.170
C 0.098680 1.337496 -0.723982 -0.550 -1.773 0.052
H 0.112823 -3.228709 -2.279291 -0.074 0.092 -0.122
H -1.852126 -1.310578 0.226899 0.081 0.207 0.480
H 1.136598 2.417694 2.112017 -0.251 -0.542 -0.114
H 0.524442 0.288786 4.338497 -0.436 0.533 0.223
H 2.268328 2.004728 3.304684 -0.069 0.080 0.661
H 0.644078 2.779825 3.697562 0.550 0.018 0.393
C 0.247257 -0.550906 -2.257326 0.486 -1.495 0.922
C -0.452936 -1.381326 -1.343014 -0.351 1.464 -1.077
H -1.624299 -2.975890 -2.061922 -0.143 -0.502 0.230
C -0.735452 0.558445 0.065810 -0.830 0.445 0.011
C 0.522514 0.658074 3.312617 1.515 -0.122 -0.230
```
Positions in Å, forces in eV/Å.

The value obtained for the LUMO energy is 0.03787 Eh. Its energy relative to the best compared isomer or geometry (same formula, charge and spin) is 70.0 kJ/mol. The value obtained for the electronic energy is -351.303527 Eh. The multiplicity is 1. For the orbital gap, the calculation gives 9.9 eV. For the HOMO energy, the calculation gives -8.90 eV.

Results of the natural (NBO) charge analysis, in e, for atoms 1 through 8: atom 1 (C): -0.639, atom 2 (H): 0.204, atom 3 (H): 0.202, atom 4 (C): -0.610, atom 5 (C): -0.212, atom 6 (H): 0.209, atom 7 (H): 0.206, atom 8 (H): 0.223